# C4H12N3

An isolated ion of composition C4H12N3 and charge +1 in a non-equilibrium geometry (wB97M-V/def2-TZVPD, OMol25).

Properties
- charge = +1
- molecular weight (g/mol) = 102.2
- DFT total energy (eV) = -8805.6830
- SMILES string = N/C=C(\[NH3+])CCN
- frontier orbital gap (eV) = 10.0

Structure (XYZ):
```
19
Properties=species:S:1:pos:R:3:mulliken_charge:R:1
C -0.64 -1.18 -1.25 -0.463
C -1.27 -0.75 0.09 -0.817
C -0.39 0.18 0.86 -0.102
C 0.62 -0.13 1.66 -0.159
N 1.81 0.58 1.68 -0.595
N -0.32 1.58 0.32 -0.154
N 0.30 -0.15 -1.77 -0.687
H -0.17 -2.16 -1.23 0.389
H -1.43 -1.25 -2.00 0.322
H -2.23 -0.30 -0.21 0.325
H -1.55 -1.58 0.73 0.433
H 0.59 -1.00 2.32 0.392
H 2.32 0.53 0.81 0.242
H 2.48 0.20 2.34 0.308
H -0.16 1.48 -0.70 0.263
H -1.18 2.08 0.55 0.365
H 0.53 2.05 0.62 0.413
H -0.21 0.46 -2.41 0.284
H 0.92 -0.62 -2.42 0.239
```

***

# C8H23ClN4

A 2-piece molecular cluster, C8H23ClN4 overall (wB97M-V/def2-TZVPD, OMol25).

Properties
- charge = +2
- molecular weight (g/mol) = 210.8
- DFT total energy (eV) = -27136.8065
- frontier orbital gap (eV) = 10.9

Structure (XYZ):
```
36
Properties=species:S:1:pos:R:3:mulliken_charge:R:1
C 2.41 -0.79 -2.25 -1.245
C 4.03 -0.88 1.38 -1.386
C -4.66 -0.91 -1.17 -0.914
C -5.27 0.31 0.87 -1.151
C 2.86 0.36 -1.35 -0.378
C 2.58 -0.87 0.91 -0.726
C -2.97 0.10 0.20 0.432
C 2.21 0.35 0.04 -0.301
N -2.49 0.75 1.25 -0.229
N 0.77 0.46 0.06 -0.336
N 2.69 1.59 0.77 -0.073
N -4.23 -0.14 -0.03 0.053
Cl 0.13 1.80 -0.92 -0.015
H 2.67 -1.76 -1.84 0.338
H 1.34 -0.75 -2.44 0.283
H 2.91 -0.70 -3.21 0.417
H 4.24 -1.84 1.84 0.395
H 4.24 -0.13 2.14 0.404
H 4.73 -0.77 0.56 0.346
H -3.83 -1.16 -1.82 0.313
H -5.13 -1.84 -0.83 0.381
H -5.40 -0.35 -1.74 0.354
H -5.12 1.35 1.15 0.452
H -6.24 0.23 0.37 0.346
H -5.30 -0.31 1.77 0.391
H 3.95 0.31 -1.24 0.388
H 2.62 1.30 -1.85 0.477
H 1.91 -0.89 1.77 0.415
H 2.40 -1.77 0.33 0.448
H -2.26 -0.26 -0.52 0.195
H -1.50 0.91 1.32 0.169
H -3.09 1.10 1.98 0.196
H 2.23 1.65 1.69 0.368
H 3.71 1.54 0.91 0.390
H 2.46 2.43 0.23 0.428
H 0.39 -0.40 -0.33 0.376
```

***

# C29H73AlFNO7P

C29H73AlFNO7P as an isolated structure (wB97M-V/def2-TZVPD, OMol25).

Properties
- charge = -1
- molecular weight (g/mol) = 624.9
- DFT total energy (eV) = -65683.3422
- frontier orbital gap (eV) = 5.0

Structure (XYZ):
```
113
Properties=species:S:1:pos:R:3:mulliken_charge:R:1
C 4.70 -6.00 2.06 -1.690
C 5.08 -5.02 0.97 0.781
C 4.87 -5.67 -0.40 -1.612
C 4.25 -3.73 1.09 -0.267
C 4.98 -2.41 0.77 0.939
C 5.92 -2.46 -0.43 -1.213
C 3.94 -1.27 0.58 -0.559
O 2.70 -1.54 1.16 -0.423
Al 1.26 -1.68 0.12 0.092
C 1.69 -1.96 -1.85 0.262
C 2.12 -3.36 -2.28 -0.834
F 0.48 -1.66 -2.58 -0.404
P 0.06 -3.53 1.08 -0.019
N -1.58 -3.42 0.39 -0.610
O 0.64 -4.90 0.27 -0.466
H 3.62 -6.15 2.06 0.297
H 5.18 -6.97 1.93 0.429
H 4.95 -5.61 3.05 0.435
H 6.15 -4.78 1.05 0.179
H 3.85 -6.05 -0.46 0.396
H 5.57 -6.49 -0.58 0.419
H 4.97 -4.94 -1.20 0.354
H 3.34 -3.85 0.49 -0.638
H 3.90 -3.65 2.12 0.368
H 5.57 -2.16 1.65 0.340
H 5.40 -2.20 -1.36 0.282
H 6.72 -1.73 -0.30 0.326
H 6.41 -3.42 -0.57 -0.001
H 4.36 -0.37 1.05 0.305
H 3.87 -1.04 -0.49 0.196
H 0.25 -0.43 0.29 -0.321
H 2.40 -1.22 -2.23 0.328
H 2.50 -3.95 -1.45 -0.057
H 2.89 -3.34 -3.06 0.185
H 1.25 -3.87 -2.68 0.402
H -2.02 -4.32 0.58 0.230
H -2.07 -2.78 1.01 0.233
H 0.21 -5.67 0.64 0.269
C -4.21 -0.05 4.95 -1.059
C -2.94 -0.66 4.38 -0.142
O -3.05 -1.04 3.02 -0.441
C -3.34 0.00 2.11 -0.022
C -2.32 1.12 2.09 -0.804
H -5.06 -0.72 4.81 0.286
H -4.08 0.14 6.02 0.398
H -4.45 0.90 4.47 0.237
H -2.71 -1.59 4.91 0.373
H -2.09 0.01 4.52 0.123
H -4.34 0.40 2.29 -0.016
H -3.36 -0.48 1.13 0.364
H -2.28 1.67 3.03 0.142
H -2.57 1.83 1.30 0.349
H -1.32 0.72 1.89 0.250
C -1.18 6.28 5.50 -1.163
C -1.58 4.88 5.04 -0.288
O -0.68 4.30 4.11 -0.401
C 0.64 4.10 4.55 -0.362
C 0.76 3.18 5.76 -0.938
H -1.05 6.94 4.64 0.299
H -1.96 6.69 6.14 0.397
H -0.25 6.27 6.07 0.270
H -2.53 4.93 4.51 0.356
H -1.72 4.22 5.90 0.319
H 1.13 5.07 4.76 0.308
H 1.16 3.66 3.70 0.368
H 0.30 3.61 6.65 0.281
H 1.81 3.00 5.98 0.384
H 0.28 2.22 5.55 0.171
C -6.57 0.59 -1.36 -0.983
C -6.48 1.49 -0.14 -0.244
O -5.41 2.42 -0.18 -0.325
C -5.43 3.33 -1.26 -0.429
C -6.65 4.23 -1.30 -0.892
H -5.63 0.07 -1.51 0.295
H -7.36 -0.15 -1.21 0.411
H -6.80 1.15 -2.26 0.115
H -6.30 0.88 0.75 0.315
H -7.43 2.01 0.03 0.293
H -5.31 2.80 -2.21 0.297
H -4.53 3.94 -1.13 0.347
H -7.57 3.66 -1.48 0.172
H -6.56 4.95 -2.10 0.338
H -6.77 4.76 -0.35 0.312
C 10.96 -4.69 -1.19 -1.221
C 9.55 -4.19 -1.41 -0.157
O 9.33 -2.85 -0.99 -0.352
C 10.11 -1.86 -1.63 -0.362
C 9.90 -1.79 -3.14 -1.067
H 11.25 -4.57 -0.14 0.315
H 11.03 -5.75 -1.45 0.403
H 11.69 -4.15 -1.80 0.283
H 8.85 -4.78 -0.82 0.220
H 9.25 -4.32 -2.46 0.343
H 11.17 -1.99 -1.40 0.328
H 9.79 -0.93 -1.17 0.341
H 10.24 -2.69 -3.65 0.273
H 10.45 -0.94 -3.55 0.401
H 8.84 -1.65 -3.36 0.266
C -8.58 3.04 -6.19 -1.147
C -8.52 3.95 -4.98 -0.149
O -7.45 4.88 -5.01 -0.376
C -7.44 5.79 -6.09 -0.339
C -8.66 6.69 -6.15 -1.052
H -7.63 2.52 -6.32 0.310
H -9.38 2.31 -6.07 0.395
H -8.79 3.59 -7.11 0.292
H -8.36 3.36 -4.08 0.190
H -9.48 4.48 -4.85 0.284
H -7.30 5.26 -7.04 0.287
H -6.54 6.39 -5.93 0.342
H -9.57 6.13 -6.36 0.271
H -8.54 7.42 -6.95 0.396
H -8.79 7.22 -5.21 0.287
```

***

# C6H5BrNO2

C6H5BrNO2 as an isolated structure in a non-equilibrium geometry (wB97M-V/def2-TZVPD, OMol25).

Properties
- charge = -1
- molecular weight (g/mol) = 203.0
- DFT total energy (eV) = -81928.7369
- frontier orbital gap (eV) = 7.6

Structure (XYZ):
```
15
Properties=species:S:1:pos:R:3:mulliken_charge:R:1
C -0.18 -0.26 -0.20 0.602
C 1.23 1.14 0.29 0.491
C -1.30 -0.93 0.07 -0.300
C 2.58 1.90 0.05 0.448
C 1.22 -0.71 -0.38 -0.577
C -2.73 -0.45 0.26 -1.086
N 0.00 1.12 -0.10 -0.614
O 2.77 1.98 -1.18 -0.654
O 3.19 2.20 1.08 -0.665
Br 1.62 -2.52 0.19 -0.255
H -1.20 -1.96 0.14 0.314
H 1.75 -0.59 -1.28 0.404
H -3.33 -0.39 -0.59 0.305
H -2.44 0.51 0.66 0.291
H -3.17 -1.06 1.00 0.296
```